[1]
The following is a quantum chemistry calculation of C27H44Br12N2O2PS as an isolated structure in a non-equilibrium geometry, from the Open Molecules 2025 dataset.

Calculated values
HOMO energy ... -0.0846 Eh
Energy relative to the best compared isomer or geometry (same formula, charge and spin) ... 15.360 eV
E ... -896404.93648 eV
Gap between HOMO and LUMO ... 3.678 eV
Charge ... -1
LUMO level ... 1.38 eV

Last column: Löwdin charge in e.
Atoms and positions in Å:
1 C 4.830 -0.860 0.411  -0.34
2 P 3.626 -0.290 -1.010  0.78
3 O 3.237 1.355 -0.591  -0.43
4 C 2.101 -1.442 -0.999  -0.47
5 C 0.838 -0.836 -1.856  -0.36
6 C 0.035 0.277 -0.941  -0.24
7 C -1.288 -0.335 -0.155  -0.17
8 C -1.000 -0.208 1.485  -0.13
9 C -0.825 1.351 2.062  -0.04
10 C -0.491 1.589 3.650  -0.09
11 C -0.341 0.245 4.632  -0.10
12 C -0.557 -1.287 4.071  -0.24
13 C -0.890 -1.528 2.475  -0.20
14 C 2.591 -2.768 -1.893  -0.37
15 C 2.899 -4.088 -0.955  -0.49
16 S 3.185 -5.643 -1.974  0.80
17 C 1.579 -6.565 -2.268  -0.44
18 N 0.958 -7.733 -1.494  -0.08
19 N -0.255 -8.243 -1.943  -0.04
20 C -0.579 -7.391 -3.151  -0.05
21 O 0.549 -6.420 -3.324  -0.16
22 H 5.772 -0.136 0.300  0.04
23 H 4.362 -0.612 1.463  0.03
24 H 5.164 -1.977 0.302  0.02
25 H 2.868 1.288 0.358  0.05
26 H 0.070 -1.687 -2.190  0.10
27 H 1.250 -0.387 -2.881  -0.02
28 H -0.205 1.253 -1.546  0.03
29 H 0.791 0.598 -0.084  0.08
30 H -1.579 -1.419 -0.488  0.11
31 H -2.175 0.434 -0.362  0.11
32 H -0.912 2.307 1.360  0.10
33 H -0.326 2.689 4.082  -0.04
34 H -0.077 0.418 5.763  0.07
35 H -0.448 -2.222 4.788  0.08
36 H -1.052 -2.588 1.987  0.09
37 H 1.822 -3.010 -2.771  0.10
38 H 3.622 -2.481 -2.421  0.06
39 H 2.011 -4.331 -0.205  0.09
40 H 3.895 -3.854 -0.370  0.07
41 H -1.553 -7.473 -3.834  0.13
42 Br -3.164 -1.696 3.810  0.84
43 C -4.590 -0.522 4.435  -0.64
44 C -5.325 -1.131 5.607  -0.71
45 Br -6.550 -2.531 5.022  0.58
46 H -5.235 -0.318 3.576  0.05
47 H -4.086 0.402 4.733  0.06
48 H -5.959 -0.384 6.094  0.05
49 H -4.660 -1.577 6.351  0.05
50 Br -0.348 0.367 -4.532  0.71
51 C 0.328 2.014 -5.326  -0.67
52 C 1.202 2.772 -4.353  -0.68
53 Br 0.128 3.699 -3.015  0.62
54 H -0.540 2.585 -5.665  0.05
55 H 0.909 1.693 -6.196  0.02
56 H 1.756 3.562 -4.868  0.06
57 H 1.905 2.133 -3.813  0.03
58 Br 3.988 -2.855 -7.529  0.59
59 C 2.416 -1.775 -7.123  -0.70
60 C 2.795 -0.336 -6.861  -0.72
61 Br 3.568 -0.121 -5.083  0.64
62 H 1.911 -2.252 -6.278  0.06
63 H 1.782 -1.852 -8.011  0.01
64 H 1.907 0.303 -6.862  -0.01
65 H 3.522 0.059 -7.576  0.05
66 Br 0.163 -3.150 -11.413  0.60
67 C 0.839 -1.502 -12.208  -0.70
68 C 1.712 -0.744 -11.234  -0.68
69 Br 0.638 0.183 -9.896  0.64
70 H -0.030 -0.931 -12.547  0.05
71 H 1.420 -1.823 -13.077  0.06
72 H 2.267 0.046 -11.749  0.06
73 H 2.416 -1.383 -10.694  0.05
74 Br 0.370 4.451 5.684  0.68
75 C -1.056 5.625 6.309  -0.68
76 C -1.791 5.016 7.481  -0.71
77 Br -3.017 3.616 6.896  0.59
78 H -1.702 5.828 5.451  0.06
79 H -0.553 6.549 6.608  0.06
80 H -2.425 5.763 7.968  0.05
81 H -1.127 4.569 8.226  0.03
82 Br -2.409 3.206 10.908  0.61
83 C -3.981 4.286 11.314  -0.69
84 C -3.602 5.726 11.576  -0.70
85 Br -2.829 5.940 13.354  0.60
86 H -4.486 3.810 12.159  0.05
87 H -4.615 4.210 10.427  0.06
88 H -4.491 6.364 11.575  0.06
89 H -2.876 6.121 10.861  0.04

[2]
The following is a quantum chemistry calculation of a 2-piece molecular cluster, C2H4Cl2N2 overall in a non-equilibrium geometry, from the Open Molecules 2025 dataset.

Calculated values
HOMO energy (alpha / beta) ... -0.2849 / -0.2749 Eh
Energy relative to the best compared isomer or geometry (same formula, charge and spin) ... 5.063 eV
E ... -30158.63496 eV
Gap between HOMO and LUMO (alpha / beta) ... 7.618 / 7.486 eV
Charge ... 0
LUMO level (alpha / beta) ... -0.13 / 0.00 eV

Last column: Löwdin charge in e.
Atoms and positions in Å:
1 C -0.184 -0.123 -0.080  -0.27
2 C -0.374 1.016 0.774  -0.54
3 N -0.281 0.531 -2.141  -0.57
4 N 0.395 -1.242 0.191  0.13
5 Cl 0.342 0.848 2.450  0.50
6 Cl 0.156 -0.790 -2.979  0.40
7 H -1.441 1.211 0.908  0.09
8 H 0.076 1.895 0.315  0.08
9 H 0.799 -1.423 1.109  0.10
10 H 0.512 -1.924 -0.547  0.08

[3]
The following is a quantum chemistry calculation of C2H4P2S as an isolated structure in a non-equilibrium geometry, from the Open Molecules 2025 dataset.

Calculated values
HOMO energy ... -0.3206 Eh
Energy relative to the best compared isomer or geometry (same formula, charge and spin) ... 2.595 eV
E ... -31548.66883 eV
Gap between HOMO and LUMO ... 7.108 eV
Charge ... 0
LUMO level ... -1.62 eV

Last column: Löwdin charge in e.
Atoms and positions in Å:
1 C -0.578 -0.787 -0.118  -0.91
2 C 0.205 0.946 0.093  -0.07
3 P 0.316 -2.138 0.480  0.77
4 P -2.333 -1.182 -0.280  0.31
5 S -3.134 0.571 -0.246  0.10
6 H -0.306 1.398 0.887  0.00
7 H -0.054 1.481 -0.761  0.00
8 H 1.199 0.942 0.455  0.02
9 H -0.771 -2.959 0.410  -0.23

[4]
The following is a quantum chemistry calculation of C11H19ClIMnN3O3P as an isolated structure in a non-equilibrium geometry, from the Open Molecules 2025 dataset.

Calculated values
HOMO energy (alpha / beta) ... -0.5559 / -0.5561 Eh
Spin multiplicity ... 5
E ... -83545.78569 eV
Gap between HOMO and LUMO (alpha / beta) ... 6.413 / 6.707 eV
Charge ... +2
LUMO level (alpha / beta) ... -8.71 / -8.42 eV

Last column: Löwdin charge in e.
Atoms and positions in Å:
1 C -2.551 2.093 -4.344  -0.04
2 C -2.263 0.905 -3.526  -0.49
3 H -3.227 1.818 -5.196  0.14
4 H -1.606 2.477 -4.776  0.13
5 H -3.030 2.871 -3.766  0.07
6 O -2.138 -0.245 -3.838  0.09
7 I -3.049 1.277 -1.192  1.25
8 Mn -0.843 0.770 -0.989  -0.09
9 P 1.072 -0.619 -1.862  0.81
10 C 1.181 -2.420 -1.663  -0.23
11 C 0.964 -0.405 -3.674  -0.22
12 H 2.912 0.957 -1.774  0.03
13 H 3.490 -0.706 -2.080  0.08
14 H 2.998 -0.214 -0.438  0.05
15 C 2.790 -0.091 -1.504  -0.23
16 H 1.078 0.660 -3.894  0.04
17 H 1.750 -0.984 -4.168  0.08
18 H 1.998 -2.818 -2.276  0.08
19 H 0.236 -2.883 -1.965  0.07
20 H -0.027 -0.726 -4.016  0.03
21 H 1.364 -2.656 -0.609  0.06
22 C -1.069 -0.897 -0.135  -0.20
23 O -1.193 -1.778 0.606  0.22
24 Cl 0.468 2.482 -1.643  0.17
25 C -3.035 1.151 4.072  0.02
26 N -1.741 1.297 3.420  -0.04
27 C -0.590 1.416 4.123  0.02
28 C 0.591 1.522 3.443  0.03
29 C 0.570 1.488 2.019  -0.34
30 N -0.562 1.232 1.334  0.10
31 C -1.733 1.158 2.044  -0.49
32 O -2.853 0.945 1.520  -0.15
33 N 1.710 1.679 1.337  0.18
34 H -3.771 1.790 3.582  0.11
35 H -2.917 1.433 5.119  0.11
36 H -3.377 0.120 4.002  0.11
37 H -0.720 1.439 5.212  0.16
38 H 1.529 1.663 3.971  0.13
39 H 2.536 1.927 1.865  0.13
40 H 1.658 2.003 0.376  0.01

[5]
The following is a quantum chemistry calculation of one molecule with the formula C5H13NO in a non-equilibrium geometry, from the Open Molecules 2025 dataset.

Calculated values
HOMO energy ... -0.3600 Eh
Energy relative to the best compared isomer or geometry (same formula, charge and spin) ... 2.289 eV
SMILES ... CCCCNCO
E ... -8931.72182 eV
Gap between HOMO and LUMO ... 10.751 eV
Charge ... 0
LUMO level ... 0.95 eV

Last column: Löwdin charge in e.
Atoms and positions in Å:
1 C -0.754 2.359 1.608  -0.12
2 C -0.482 0.911 2.110  -0.30
3 C -1.109 -0.176 1.206  -0.20
4 C -0.589 -0.176 -0.341  -0.25
5 N 0.905 -0.248 -0.525  -0.07
6 C 1.176 -0.643 -1.977  -0.19
7 O 0.970 -2.170 -2.083  -0.12
8 H -0.216 2.947 2.355  0.06
9 H -1.914 2.480 1.698  0.10
10 H -0.424 2.540 0.571  0.06
11 H 0.600 0.796 2.170  0.09
12 H -0.921 0.741 3.135  0.11
13 H -2.220 0.100 1.102  0.12
14 H -0.996 -1.247 1.572  0.11
15 H -0.950 -1.174 -0.556  0.08
16 H -1.207 0.582 -0.942  0.12
17 H 1.280 0.718 -0.304  0.12
18 H 0.395 -0.157 -2.748  0.15
19 H 2.197 -0.502 -2.189  0.08
20 H 0.829 -2.377 -1.155  0.04

[6]
The following is a quantum chemistry calculation of a 2-piece molecular cluster, C4H11NOS overall in a non-equilibrium geometry, from the Open Molecules 2025 dataset.

Calculated values
HOMO energy ... -0.3009 Eh
Energy relative to the best compared isomer or geometry (same formula, charge and spin) ... 2.668 eV
SMILES ... CC=O.CNSC
E ... -18697.25046 eV
Gap between HOMO and LUMO ... 9.010 eV
Charge ... 0
LUMO level ... 0.82 eV

Last column: Löwdin charge in e.
Atoms and positions in Å:
1 C 0.019 -3.230 -0.174  -0.04
2 C -0.286 -3.076 1.296  -0.32
3 O -0.952 -2.202 1.747  0.05
4 H -0.564 -2.432 -0.694  0.06
5 H 1.004 -3.091 -0.496  0.07
6 H -0.207 -4.205 -0.380  0.05
7 H 0.320 -3.768 1.958  0.12
8 C 0.026 2.777 0.377  -0.18
9 N 0.020 2.189 -1.059  -0.52
10 S 0.284 0.527 -1.151  0.74
11 C -1.517 0.003 -1.084  -0.34
12 H 0.765 2.278 1.061  0.07
13 H 0.303 3.891 0.304  0.09
14 H -0.954 2.763 0.808  0.04
15 H 0.837 2.687 -1.535  0.07
16 H -1.905 -0.145 -2.097  0.03
17 H -1.524 -1.003 -0.708  -0.03
18 H -2.100 0.670 -0.472  0.03

Question: The highest E belongs to which entry?
Answer: C5H13NO